(1)
Formula: C3H10O2
Source: the Open Molecules 2025 dataset
Level of theory: wB97M-V/def2-TZVPD

Calculated values
HOMO-LUMO gap ... 10.68 eV
SMILES ... CCO.CO
Energy above the lowest of the compared OMol25 structures with the same formula, charge and spin ... 80.15 kJ/mol
Charge ... 0

Geometry (Å):
C 2.17691 1.11934 -0.14347
C 0.80341 1.73757 -0.15608
O -0.19009 0.76493 -0.47370
H 2.17964 0.21750 0.47919
H 2.96953 1.70561 0.32885
H 2.45730 0.89435 -1.16839
H 0.55114 2.16484 0.79914
H 0.64243 2.52243 -0.89452
H 0.02815 -0.10038 -0.10437
C -2.28671 -1.71602 0.13052
O -0.91308 -1.99919 -0.08455
H -2.49265 -1.63145 1.18540
H -2.88917 -2.55986 -0.21047
H -2.57813 -0.80669 -0.38782
H -0.45868 -2.31298 0.70028

Force components x, y, z for each atom (eV/Å):
C 0.43 0.01 0.12
C -0.72 -0.43 0.08
O -0.05 0.08 -0.22
H -0.23 -0.16 -0.33
H -0.23 0.47 -0.27
H 0.25 -0.31 0.03
H 0.04 0.32 0.66
H 0.45 0.04 -0.08
H -0.05 0.04 -0.10
C -0.07 -0.71 0.30
O 0.61 0.30 -0.47
H -0.14 0.37 0.45
H -0.06 0.06 -0.27
H 0.19 0.03 -0.03
H -0.43 -0.10 0.14

Charges in e, computed with Löwdin, in the same order as the atoms: atom 1 (C): -0.0888, atom 2 (C): -0.3186, atom 3 (O): -0.0989, atom 4 (H): 0.0744, atom 5 (H): 0.0729, atom 6 (H): 0.0762, atom 7 (H): 0.0954, atom 8 (H): 0.1116, atom 9 (H): 0.0411, atom 10 (C): -0.1441, atom 11 (O): -0.1314, atom 12 (H): 0.0741, atom 13 (H): 0.0748, atom 14 (H): 0.0804, atom 15 (H): 0.0811

(2)
Formula: C15H31B2CrF8O10
Source: the Open Molecules 2025 dataset
Level of theory: wB97M-V/def2-TZVPD

Calculated values
HOMO-LUMO gap (alpha / beta) ... 7.02 / 7.21 eV
Multiplicity ... 5
Charge ... -1

Geometry (Å):
Cr -1.18689 0.72445 0.67704
C 2.51301 -0.72112 0.66313
C 1.40489 -0.97024 1.68513
C 2.08097 -1.37150 3.04105
O 0.58634 0.11885 1.86238
H 3.10225 -1.61965 0.47999
H 3.25110 0.01438 0.98308
H 2.12256 -0.30136 -0.26393
H 0.85824 -1.80179 1.24039
H 2.88236 -0.72617 3.40082
H 2.46564 -2.34482 2.73645
H 1.48103 -1.49449 3.94274
B -3.67478 1.36656 -0.33663
F -3.33710 0.95524 0.91686
F -3.30968 2.60430 -0.55863
F -2.88564 0.56879 -1.12144
F -4.98638 1.22553 -0.66881
B -1.90268 2.42467 2.91905
F -1.54934 2.59096 1.62689
F -3.13266 2.94776 3.30333
F -1.84886 1.07449 3.20710
F -0.99606 3.00784 3.77934
C 2.44459 4.33413 1.41747
C 2.77280 3.05532 0.60216
O 2.27907 2.97388 -0.76018
C 0.93355 2.88985 -1.02242
O 0.13311 2.34114 -0.20554
O 0.73534 3.45560 -2.20087
C -0.49122 3.38154 -2.93209
H 2.19318 5.17732 0.77410
H 3.29426 4.68448 2.00347
H 1.53921 4.34461 2.02433
H 2.37906 2.26296 1.23874
H 3.84241 2.85207 0.54983
H -0.78884 2.33741 -3.02860
H -0.26554 3.90316 -3.86218
H -1.32011 3.76094 -2.33452
C 2.58957 0.35676 -4.00766
C 1.26452 -0.23671 -4.57501
O 0.26225 0.04808 -3.61075
C 0.11719 -0.69849 -2.51323
O -0.34917 -0.29922 -1.43428
O 0.46581 -1.89178 -2.80575
C 0.67450 -2.87021 -1.80611
H 3.26895 0.40924 -4.85842
H 3.13092 -0.24643 -3.27882
H 2.47055 1.40176 -3.72147
H 1.21962 -1.27613 -4.90013
H 1.18216 0.22764 -5.55770
H -0.22783 -3.13043 -1.25277
H 1.33418 -2.61651 -0.97631
H 1.14898 -3.78322 -2.16580
C -0.85565 -4.30492 3.44749
C -1.69858 -3.02748 3.10245
O -2.32625 -3.36239 1.82581
C -2.48978 -2.47749 0.84799
O -2.14650 -1.33640 0.81937
O -3.21587 -3.10740 -0.04374
C -3.60983 -2.34670 -1.17294
H -0.00891 -4.32396 2.76137
H -1.16473 -5.34151 3.31312
H -0.25809 -4.31379 4.35905
H -0.99391 -2.22945 2.86861
H -2.48390 -2.61979 3.73897
H -4.19008 -3.03742 -1.78476
H -2.62354 -2.14511 -1.59090
H -4.10558 -1.44781 -0.80643

Force components x, y, z for each atom (eV/Å):
Cr 1.61 -1.33 1.61
C 0.71 0.39 -0.10
C -0.01 1.93 1.00
C -0.15 -0.89 -0.88
O -1.30 0.50 -1.34
H -0.03 -0.31 -0.29
H -0.07 0.20 0.44
H -0.27 -0.28 -0.14
H -0.43 -0.92 0.30
H 0.18 0.24 -0.67
H 0.66 -0.38 0.73
H -0.76 -0.06 -0.46
B -1.37 -0.49 -0.88
F -0.29 -0.45 2.40
F 1.11 3.94 -0.36
F 1.50 -1.72 -2.04
F -1.61 -0.78 0.10
B -0.63 0.03 3.71
F 0.46 1.00 -2.15
F -0.81 0.16 -0.85
F -0.39 -1.74 -0.32
F 1.44 1.08 0.30
C -0.25 0.94 -1.19
C -0.84 -0.36 1.62
O -0.93 0.68 -0.14
C -0.77 -1.81 3.47
O 2.50 2.35 -3.80
O 0.62 -0.20 0.50
C -0.64 -0.87 1.04
H 0.43 0.12 -0.58
H 0.01 -0.32 0.11
H 0.15 -0.99 0.27
H -0.33 -0.51 -0.54
H -0.07 0.40 -0.43
H 0.34 -0.11 -0.59
H -0.42 -0.16 0.17
H 0.12 0.71 -0.15
C 0.25 -0.89 -1.47
C 1.80 0.10 0.38
O -1.30 1.59 -0.17
C -1.53 2.38 2.34
O 1.42 -0.95 -2.90
O 1.38 -3.28 -0.13
C -0.04 -0.90 1.99
H 0.25 -0.06 -0.16
H -0.47 0.12 0.38
H -0.33 -0.23 0.42
H 0.56 -0.29 0.78
H -1.30 0.93 0.44
H -0.43 0.02 -0.53
H 0.24 1.10 -0.31
H -0.42 0.28 -0.94
C 1.22 0.31 -0.23
C 0.92 -0.72 -1.33
O 0.19 -0.41 0.60
C -0.71 -1.08 1.38
O 0.94 0.76 -0.13
O -0.60 -1.09 0.20
C 1.07 -0.02 0.20
H -0.01 0.50 -0.59
H -1.36 0.35 0.16
H -0.68 0.58 0.60
H 0.04 0.22 0.44
H 0.20 -0.56 0.36
H -0.09 0.42 0.01
H -0.54 0.80 -1.01
H -0.12 -0.02 -0.67

Charges in e, computed with Löwdin, in the same order as the atoms: atom 1 (Cr): 0.9775, atom 2 (C): -0.0865, atom 3 (C): -0.6046, atom 4 (C): -0.0583, atom 5 (O): -0.2729, atom 6 (H): 0.0647, atom 7 (H): 0.0645, atom 8 (H): 0.0601, atom 9 (H): 0.0940, atom 10 (H): 0.0654, atom 11 (H): 0.0560, atom 12 (H): 0.0634, atom 13 (B): -1.5218, atom 14 (F): 0.1498, atom 15 (F): 0.2375, atom 16 (F): 0.1324, atom 17 (F): 0.1768, atom 18 (B): -1.3931, atom 19 (F): 0.1385, atom 20 (F): 0.1280, atom 21 (F): 0.1282, atom 22 (F): 0.1263, atom 23 (C): -0.0522, atom 24 (C): -0.1847, atom 25 (O): 0.0056, atom 26 (C): -0.4561, atom 27 (O): 0.0478, atom 28 (O): 0.0035, atom 29 (C): -0.0005, atom 30 (H): 0.0688, atom 31 (H): 0.0673, atom 32 (H): 0.0789, atom 33 (H): 0.1007, atom 34 (H): 0.1154, atom 35 (H): 0.0877, atom 36 (H): 0.0986, atom 37 (H): 0.1022, atom 38 (C): -0.0384, atom 39 (C): -0.1910, atom 40 (O): 0.0311, atom 41 (C): -0.5669, atom 42 (O): 0.0961, atom 43 (O): 0.0304, atom 44 (C): -0.0071, atom 45 (H): 0.0661, atom 46 (H): 0.0774, atom 47 (H): 0.0801, atom 48 (H): 0.1180, atom 49 (H): 0.1158, atom 50 (H): 0.0955, atom 51 (H): 0.0789, atom 52 (H): 0.0994, atom 53 (C): -0.0583, atom 54 (C): -0.1150, atom 55 (O): 0.0227, atom 56 (C): -0.5946, atom 57 (O): 0.1182, atom 58 (O): 0.0055, atom 59 (C): 0.0057, atom 60 (H): 0.0586, atom 61 (H): 0.0647, atom 62 (H): 0.0664, atom 63 (H): 0.1053, atom 64 (H): 0.1316, atom 65 (H): 0.1018, atom 66 (H): 0.0900, atom 67 (H): 0.1027

(3)
Formula: C2H6N2O3
Source: the Open Molecules 2025 dataset
Level of theory: wB97M-V/def2-TZVPD

Calculated values
HOMO-LUMO gap (alpha / beta) ... 9.41 / 9.42 eV
SMILES ... N/N=C\O.O=CO
Energy above the lowest of the compared OMol25 structures with the same formula, charge and spin ... 321.95 kJ/mol
Charge ... 0

Geometry (Å):
N 0.67113 -1.78240 -0.70554
N -0.49151 -1.11146 -0.65914
C -0.39941 0.15409 -1.05026
O 0.70179 0.56242 -1.72268
H 0.50911 -2.77585 -0.51696
H 1.33781 -1.45891 0.00601
H -1.29545 0.74279 -1.27745
H 1.15083 -0.24360 -2.03412
O -0.18358 0.00099 2.14820
C -0.08291 0.98695 1.40109
O -1.02678 1.96163 1.43072
H 0.88241 1.39885 1.05910
H -1.77343 1.56450 1.92104

Force components x, y, z for each atom (eV/Å):
N 2.14 -1.53 0.02
N -2.39 4.20 -0.14
C -0.19 -4.04 -1.53
O 0.09 0.91 0.37
H -0.10 0.61 0.00
H -0.19 0.05 -0.34
H 0.33 -0.17 0.78
H 0.16 -0.15 0.30
O 0.40 1.85 -2.45
C -0.05 -0.69 4.58
O 0.01 -0.80 -0.70
H -0.42 -0.47 -0.76
H 0.21 0.22 -0.12

Charges in e, computed with Löwdin, in the same order as the atoms: atom 1 (N): -0.0286, atom 2 (N): -0.0492, atom 3 (C): -0.2953, atom 4 (O): -0.0034, atom 5 (H): 0.0970, atom 6 (H): 0.1061, atom 7 (H): 0.1350, atom 8 (H): 0.0925, atom 9 (O): 0.0127, atom 10 (C): -0.3974, atom 11 (O): 0.0530, atom 12 (H): 0.1494, atom 13 (H): 0.1282

What is the charge in the first record? 0

Look up the charge of the second one. -1

Look up the charge of the third one. 0

Which value of charge does entry 3 give? 0